1:
{
  "formula": "C26H45CoF5P2",
  "method": "the ωB97M-V functional and the def2-TZVPD basis",
  "total_charge": 1,
  "gap_ev": [7.674, 6.138],
  "e_homo_ev": [-9.94, -10.10],
  "spin_multiplicity": 5,
  "lumo_energy_ha": [-0.08346, -0.14569],
  "symbols": ["Co", "C", "C", "C", "C", "C", "C", "H", "H", "H", "C", "H", "H", "H", "C", "H", "H", "H", "C", "H", "H", "H", "C", "H", "H", "H", "C", "C", "C", "C", "C", "C", "C", "C", "H", "H", "H", "H", "H", "H", "H", "H", "H", "H", "H", "H", "P", "C", "H", "H", "H", "C", "H", "H", "H", "C", "H", "H", "H", "P", "C", "H", "H", "H", "C", "H", "H", "H", "C", "H", "H", "H", "F", "C", "F", "C", "F", "F", "F"],
  "positions_angstrom": [[1.2320, -0.9968, -0.4378], [0.0225, -1.3385, 1.9623], [1.4271, -1.3756, 1.6633], [0.8051, 0.8321, 2.0017], [-0.3194, 0.0173, 2.2190], [1.9008, -0.0044, 1.5803], [-0.7908, -2.5259, 2.2623], [-0.5160, -3.3859, 1.6265], [-1.8741, -2.3790, 2.1592], [-0.6252, -2.8718, 3.2989], [-1.5439, 0.5271, 2.8650], [-2.3714, -0.1761, 2.7853], [-1.8674, 1.4927, 2.4510], [-1.3220, 0.6936, 3.9318], [0.8522, 2.2854, 2.3363], [0.9906, 2.4462, 3.4208], [-0.0836, 2.8111, 2.0874], [1.6761, 2.8194, 1.8411], [3.3328, 0.3551, 1.6300], [3.7605, 0.0084, 2.5889], [3.4979, 1.4404, 1.5523], [3.8837, -0.1398, 0.8127], [2.3038, -2.5872, 1.5758], [2.6994, -2.9643, 2.5343], [3.1611, -2.3515, 0.9311], [1.7749, -3.4188, 1.0823], [0.8413, -2.0621, -2.5465], [1.1232, -2.8872, -1.4738], [2.1251, -4.0162, -1.6109], [3.6161, -3.5524, -1.3974], [3.7781, -2.0793, -1.3875], [3.5794, -1.3162, -2.4798], [3.1000, -1.8346, -3.8052], [1.5668, -2.1597, -3.8547], [2.0677, -4.5115, -2.6071], [4.2250, -4.0212, -2.1895], [1.9079, -4.8230, -0.8744], [1.4808, -3.1804, -4.2731], [-0.0782, -1.4872, -2.5360], [0.4127, -2.9932, -0.6481], [1.1162, -1.4937, -4.6127], [3.3322, -1.0721, -4.5801], [3.9249, -0.2798, -2.5338], [3.6675, -2.7396, -4.1068], [3.9662, -3.9862, -0.4500], [4.2871, -1.6577, -0.5279], [-2.0068, -1.0842, -0.7722], [-3.4657, -0.8329, 0.3168], [-4.3379, -1.3038, -0.1544], [-3.6632, 0.2387, 0.4365], [-3.3151, -1.2704, 1.3090], [-2.7203, -0.3517, -2.3052], [-3.7015, -0.8035, -2.5012], [-2.0703, -0.5269, -3.1696], [-2.8473, 0.7324, -2.1724], [-2.2465, -2.8815, -1.1159], [-1.5591, -3.2153, -1.9051], [-3.2847, -3.0744, -1.4227], [-2.0255, -3.4704, -0.2133], [1.1106, 1.4097, -1.3463], [2.8806, 1.7963, -1.3125], [3.1839, 2.3404, -2.2110], [3.4529, 0.8659, -1.2573], [3.1491, 2.3906, -0.4338], [0.7711, 1.1180, -3.0927], [1.4066, 0.3094, -3.4614], [0.9592, 2.0088, -3.6960], [-0.2710, 0.8187, -3.2373], [0.3526, 3.0427, -1.0287], [0.7066, 3.7881, -1.7379], [0.5802, 3.4105, -0.0331], [-0.7341, 3.0036, -1.1070], [-2.9565, 2.2465, 0.2686], [-2.6618, 3.4469, -0.3304], [-3.3495, 3.5132, -1.4882], [-2.9779, 4.5652, 0.6416], [-4.2859, 4.5144, 1.0003], [-2.2203, 4.3919, 1.7566], [-2.7123, 5.7828, 0.1218]],
  "lowdin_charge": [0.429, -0.223, -0.300, -0.201, -0.234, -0.282, -0.033, 0.077, 0.062, 0.112, -0.034, 0.058, 0.066, 0.104, -0.032, 0.108, 0.064, 0.072, -0.044, 0.108, 0.074, 0.059, -0.033, 0.108, 0.049, 0.071, -0.155, -0.193, -0.136, -0.165, -0.142, -0.112, -0.153, -0.162, 0.121, 0.124, 0.122, 0.124, 0.044, 0.085, 0.112, 0.121, 0.093, 0.123, 0.111, 0.093, 0.840, -0.270, 0.053, 0.026, 0.016, -0.281, 0.052, 0.025, 0.029, -0.277, 0.030, 0.052, 0.035, 0.859, -0.259, 0.062, -0.001, 0.047, -0.260, 0.016, 0.061, 0.030, -0.223, 0.065, 0.028, 0.006, 0.071, -0.160, 0.130, -0.530, 0.165, 0.140, 0.165]
}



2:
{
  "formula": "C26H45CoF5P2",
  "method": "the ωB97M-V functional and the def2-TZVPD basis",
  "total_charge": 1,
  "gap_ev": [7.984, 5.899],
  "e_homo_ev": [-10.29, -10.29],
  "spin_multiplicity": 5,
  "lumo_energy_ha": [-0.08490, -0.16137],
  "symbols": ["Co", "C", "C", "C", "C", "C", "C", "H", "H", "H", "C", "H", "H", "H", "C", "H", "H", "H", "C", "H", "H", "H", "C", "H", "H", "H", "C", "C", "C", "C", "C", "C", "C", "C", "H", "H", "H", "H", "H", "H", "H", "H", "H", "H", "H", "H", "P", "C", "H", "H", "H", "C", "H", "H", "H", "C", "H", "H", "H", "P", "C", "H", "H", "H", "C", "H", "H", "H", "C", "H", "H", "H", "F", "C", "F", "C", "F", "F", "F"],
  "positions_angstrom": [[-1.2627, 0.0780, -0.9223], [1.5066, -0.9060, -1.9274], [0.5265, -0.0162, -2.4988], [2.0298, 1.2284, -1.2382], [2.4249, -0.1172, -1.2043], [0.7850, 1.3195, -1.9458], [1.6543, -2.3236, -2.3027], [0.6875, -2.8163, -2.4722], [2.2074, -2.9375, -1.5869], [2.1924, -2.4133, -3.2586], [3.7656, -0.5051, -0.7245], [3.8651, -1.5863, -0.6186], [4.0271, -0.0349, 0.2344], [4.4989, -0.1390, -1.4699], [2.8976, 2.3419, -0.7404], [3.7071, 2.5714, -1.4621], [3.4275, 2.0978, 0.1979], [2.3563, 3.2847, -0.5707], [0.2544, 2.5411, -2.5951], [0.6187, 2.5637, -3.6461], [0.5796, 3.4668, -2.0894], [-0.8511, 2.5330, -2.6071], [-0.4801, -0.3117, -3.5753], [-0.1453, -0.2579, -4.6275], [-1.3073, 0.4026, -3.4681], [-0.9352, -1.3037, -3.4309], [-2.5351, -1.0632, 0.3141], [-2.2224, -1.3998, -1.0173], [-3.3572, -1.6115, -2.0208], [-3.7718, -0.2632, -2.7076], [-3.1962, 0.9243, -2.0087], [-3.5897, 1.2965, -0.7689], [-4.5541, 0.5417, 0.0879], [-3.9268, -0.7348, 0.7599], [-4.2669, -2.0501, -1.5516], [-4.8756, -0.2118, -2.7398], [-3.0663, -2.3381, -2.8118], [-4.6172, -1.5762, 0.5404], [-1.8076, -1.3068, 1.0936], [-1.2895, -1.9391, -1.2501], [-3.9868, -0.5923, 1.8572], [-4.9240, 1.2255, 0.8841], [-3.3187, 2.2662, -0.3454], [-5.4587, 0.2460, -0.4837], [-3.4382, -0.2990, -3.7556], [-2.6048, 1.6070, -2.6131], [0.6463, -2.1862, 1.1176], [2.3059, -2.9351, 1.3289], [2.1800, -3.8571, 1.9163], [2.9555, -2.2488, 1.8857], [2.7862, -3.1723, 0.3686], [0.2003, -2.1506, 2.9037], [0.3717, -3.1486, 3.3243], [-0.8489, -1.8728, 3.0526], [0.8407, -1.4227, 3.4233], [-0.2703, -3.6920, 0.5634], [-1.3525, -3.4993, 0.5513], [-0.0482, -4.5328, 1.2345], [0.0283, -3.9582, -0.4625], [-0.3504, 1.7367, 1.1836], [-1.0824, 3.2095, 0.4268], [-1.6806, 3.7756, 1.1447], [-1.7280, 2.8911, -0.3980], [-0.3258, 3.8675, -0.0088], [-1.5763, 1.2375, 2.4148], [-2.5351, 1.0449, 1.9260], [-1.7252, 2.0054, 3.1748], [-1.2628, 0.3168, 2.9158], [1.0104, 2.4248, 2.2146], [0.6374, 3.1696, 2.9277], [1.7743, 2.9132, 1.6118], [1.5145, 1.6471, 2.7966], [3.3772, -0.3238, 2.6918], [3.2850, 0.7286, 3.5743], [2.8519, 0.2471, 4.7569], [4.6321, 1.4215, 3.6370], [5.5802, 0.5471, 4.0610], [4.9543, 1.8352, 2.3782], [4.6316, 2.4998, 4.4504]],
  "lowdin_charge": [0.475, -0.194, -0.236, -0.194, -0.235, -0.236, -0.023, 0.078, 0.064, 0.114, -0.031, 0.064, 0.067, 0.108, -0.029, 0.110, 0.066, 0.074, -0.038, 0.116, 0.079, 0.062, -0.034, 0.110, 0.049, 0.076, -0.196, -0.322, -0.128, -0.160, -0.164, -0.109, -0.147, -0.165, 0.118, 0.125, 0.120, 0.121, 0.044, 0.092, 0.113, 0.122, 0.091, 0.124, 0.111, 0.092, 0.826, -0.283, 0.051, 0.022, 0.021, -0.285, 0.049, 0.024, 0.029, -0.279, 0.030, 0.049, 0.034, 0.863, -0.273, 0.061, -0.006, 0.045, -0.265, 0.017, 0.057, 0.029, -0.234, 0.065, 0.025, 0.004, 0.068, -0.157, 0.131, -0.525, 0.165, 0.134, 0.165]
}



Which one sits at the bottom of the stability order? 2 does.



1:
{
  "formula": "C3H8OS2",
  "method": "the ωB97M-V functional and the def2-TZVPD basis",
  "total_charge": -1,
  "gap_ev": [3.010, 6.786],
  "e_homo_ev": [0.34, -3.49],
  "spin_multiplicity": 2,
  "lumo_energy_ha": [0.12297, 0.12105],
  "symbols": ["C", "S", "S", "H", "H", "H", "H", "C", "C", "O", "H", "H", "H", "H"],
  "positions_angstrom": [[-0.6869, -1.6647, 2.9097], [-2.4004, -1.5081, 2.2124], [-1.8151, -1.3008, 0.1723], [-0.1358, -2.3447, 2.3424], [-0.7154, -1.8454, 4.0544], [-0.2710, -0.5999, 2.9656], [-2.6399, -2.1980, -0.3379], [0.7621, 2.3855, -1.9625], [1.4957, 1.3644, -2.5173], [2.3074, 0.4849, -1.8763], [0.1293, 3.0345, -2.5589], [0.5595, 2.4350, -0.9354], [1.2225, 1.1999, -3.5447], [2.1878, 0.5575, -0.9239]],
  "lowdin_charge": [-0.573, -0.009, -0.091, -0.039, 0.029, 0.017, -0.301, -0.005, -0.277, -0.008, 0.037, 0.023, 0.093, 0.102]
}



2:
{
  "formula": "C3H8OS2",
  "method": "the ωB97M-V functional and the def2-TZVPD basis",
  "total_charge": -1,
  "gap_ev": [2.339, 8.003],
  "e_homo_ev": [0.68, -5.01],
  "spin_multiplicity": 2,
  "lumo_energy_ha": [0.11113, 0.10997],
  "symbols": ["C", "S", "S", "H", "H", "H", "H", "C", "C", "O", "H", "H", "H", "H"],
  "positions_angstrom": [[-0.8646, 1.5760, -1.3140], [-0.3029, 0.3717, -2.6331], [-1.4064, -1.3027, -2.4739], [-0.1119, 2.4426, -1.3398], [-0.8487, 1.1443, -0.2527], [-1.7981, 1.9332, -1.5891], [-0.8784, -1.9998, -1.4946], [1.1541, -0.8004, 0.6046], [1.0560, -0.3188, 1.8699], [0.3700, -0.8957, 2.8915], [1.8979, -0.4265, -0.0936], [0.5274, -1.6440, 0.1916], [1.6028, 0.4008, 2.3690], [-0.3972, -0.4808, 3.2643]],
  "lowdin_charge": [-0.492, 0.031, -0.168, 0.035, 0.029, -0.035, -0.315, 0.006, -0.291, -0.056, 0.048, 0.055, 0.072, 0.080]
}



Which one sits at the bottom of the stability order? 2 does.



1:
{
  "formula": "C3H7O4",
  "method": "the ωB97M-V functional and the def2-TZVPD basis",
  "total_charge": -1,
  "gap_ev": 4.037,
  "e_homo_ev": -4.26,
  "spin_multiplicity": 1,
  "lumo_energy_ha": -0.00827,
  "symbols": ["O", "C", "O", "C", "C", "O", "H", "H", "H", "H", "H", "H", "H", "O"],
  "positions_angstrom": [[1.1264, -0.1546, -1.7461], [0.6544, 0.2746, -0.5989], [0.2659, 1.4081, -0.3868], [0.6729, -0.7751, 0.4156], [-0.1438, -0.6836, 1.5841], [-2.4070, -0.2105, 2.6694], [-1.0797, -1.3125, 1.5814], [1.0212, -1.7422, 0.0597], [-0.5188, 0.3357, 1.6608], [0.3789, -0.9276, 2.5192], [-3.2066, 0.1821, 3.0366], [1.0886, 0.5299, -2.5199], [1.0422, 1.8906, -4.4585], [1.1054, 1.1849, -3.8166]],
  "lowdin_charge": [0.082, -0.551, 0.125, 0.149, -0.101, -0.446, 0.123, 0.131, 0.072, 0.123, -0.128, 0.001, -0.122, -0.458]
}



2:
{
  "formula": "C3H7O4",
  "method": "the ωB97M-V functional and the def2-TZVPD basis",
  "total_charge": -1,
  "gap_ev": 4.187,
  "e_homo_ev": -4.28,
  "spin_multiplicity": 1,
  "lumo_energy_ha": -0.00330,
  "symbols": ["O", "C", "O", "C", "C", "O", "H", "H", "H", "H", "H", "H", "H", "O"],
  "positions_angstrom": [[0.2998, -1.5989, -0.8560], [-0.3313, -1.6658, 0.3442], [-0.7802, -2.7456, 0.6343], [-0.4158, -0.4065, 1.0791], [-0.2105, 0.8912, 0.4874], [-0.5283, 3.7419, 0.6023], [-0.9608, 1.6584, 0.7925], [-1.1471, -0.5184, 1.8787], [0.6926, 1.4530, 0.8774], [0.0233, 0.8996, -0.5908], [-0.4076, 4.4950, 0.0055], [0.8523, -0.8022, -1.0754], [2.4098, 0.8631, -2.0305], [1.5879, 0.4643, -1.7534]],
  "lowdin_charge": [0.075, -0.534, 0.092, 0.126, -0.080, -0.443, 0.081, 0.123, 0.158, 0.074, -0.130, 0.008, -0.112, -0.438]
}



Which one sits at the bottom of the stability order? 2 does.



1:
{
  "formula": "C5H12NO",
  "method": "the ωB97M-V functional and the def2-TZVPD basis",
  "gap_ev": [10.189, 7.507],
  "e_homo_ev": [-9.19, -9.16],
  "spin_multiplicity": 2,
  "lumo_energy_ha": [0.03659, -0.06086],
  "symbols": ["C", "C", "C", "C", "C", "O", "N", "H", "H", "H", "H", "H", "H", "H", "H", "H", "H", "H", "H"],
  "positions_angstrom": [[-1.0401, 1.0573, -2.2060], [-0.5353, 0.8917, -0.7577], [-0.7761, -0.5379, -0.2769], [-0.6869, -0.7525, 1.2249], [0.6601, -1.3548, 1.7281], [1.7615, -0.8410, 1.1366], [0.8509, 1.3898, -0.6217], [-0.3056, 1.6183, -2.7706], [-1.1731, 0.1043, -2.7333], [-2.0330, 1.4791, -2.2384], [-1.1646, 1.5315, -0.1332], [-1.7647, -0.8035, -0.6220], [-0.0447, -1.1947, -0.7383], [-1.5070, -1.3627, 1.5982], [-0.7461, 0.1671, 1.8041], [0.6939, -1.3301, 2.8235], [0.7247, -2.4451, 1.4993], [0.8883, 2.0174, 0.1729], [1.4544, 0.6197, -0.3311]],
  "lowdin_charge": [-0.070, -0.445, -0.187, -0.171, -0.319, 0.016, 0.042, 0.065, 0.068, 0.063, 0.126, 0.107, 0.119, 0.107, 0.107, 0.114, 0.153, 0.065, 0.040]
}



2:
{
  "formula": "C5H12NO",
  "method": "the ωB97M-V functional and the def2-TZVPD basis",
  "gap_ev": [6.147, 9.819],
  "e_homo_ev": [-5.37, -9.05],
  "spin_multiplicity": 2,
  "lumo_energy_ha": [0.02867, 0.02842],
  "symbols": ["C", "C", "C", "O", "H", "H", "H", "H", "H", "H", "C", "C", "N", "H", "H", "H", "H", "H", "H"],
  "positions_angstrom": [[0.8516, -2.5204, 0.5977], [1.3105, -1.2368, -0.0687], [0.9088, -0.8872, -1.2830], [1.1264, 0.3558, -1.8455], [0.9462, -2.4031, 1.6779], [-0.1682, -2.7478, 0.2899], [1.5135, -3.3545, 0.3381], [2.1068, -0.6998, 0.4373], [0.3080, -1.5941, -1.8613], [0.4824, 0.4425, -2.5521], [-1.2698, 0.6622, 1.0177], [-1.0338, 2.9001, -0.0132], [-0.6869, 1.5848, 0.0491], [-0.4732, 0.2611, 1.6494], [-1.8165, -0.0940, 0.4563], [-1.8883, 1.2587, 1.6889], [-1.9242, 3.1847, 0.5271], [-0.4117, 3.5702, -0.5894], [0.1182, 1.3176, -0.5161]],
  "lowdin_charge": [-0.106, -0.166, -0.221, -0.031, 0.068, 0.070, 0.071, 0.113, 0.128, 0.104, -0.101, -0.092, -0.176, 0.070, 0.076, 0.072, 0.025, 0.028, 0.068]
}



Which one sits at the bottom of the stability order? 2 does.